Here is a cluster of 6 separate species, C56H111N2O in total at a distorted geometry from the Open Molecules 2025 dataset. Energies are from ωB97M-V/def2-TZVPD.

The geometry in XYZ format:
```
170
Properties=species:S:1:pos:R:3:forces:R:3
C -1.427656 -3.480585 5.371682 0.303 -0.484 -0.813
C -0.273968 -4.244441 4.582847 0.001 0.179 0.738
C 0.400744 -5.330444 5.534611 -1.263 -0.354 -1.359
C -0.474433 -6.667792 5.490717 0.285 0.701 1.137
C 0.306131 -7.922879 6.044224 -0.859 -0.820 0.025
C 0.674866 -8.991647 4.941896 0.094 0.496 0.143
C 1.912077 -8.533328 4.044742 -0.814 -0.089 0.186
C 1.344868 -8.032329 2.661906 0.393 0.461 0.090
C 2.385440 -7.882330 1.527354 1.277 0.621 -2.320
C 2.133336 -7.354945 0.175687 2.024 -1.440 2.704
C 3.274044 -7.321666 -0.716895 -1.454 1.490 -2.415
C 3.025773 -6.757213 -2.176589 0.458 -1.575 0.262
C 1.545569 -6.857943 -2.672764 -0.757 0.466 0.024
C 0.620961 -5.612501 -2.364451 -0.178 0.609 -0.681
C 1.314071 -4.205756 -2.505612 0.955 0.266 0.895
C 1.955291 -3.690834 -1.148797 -0.131 -0.326 0.241
O 2.177645 -2.280334 -1.166098 0.133 -0.557 0.167
C 2.797648 -1.833979 0.029955 0.403 0.726 0.760
N 4.564958 -7.663016 -0.499812 -3.197 0.313 1.253
N 4.703886 -8.077430 0.740030 1.748 -1.426 0.985
C 6.128830 -8.426635 1.099793 0.883 1.258 1.741
C 6.561898 -7.312790 2.142238 0.179 1.308 0.254
C 6.440587 -5.931419 1.645782 0.624 0.514 1.705
C 6.753967 -4.767553 2.480963 0.065 -3.163 0.976
C 7.194941 -5.052546 3.850268 -0.601 -1.201 -1.546
C 7.323485 -6.426424 4.338419 -0.055 0.113 -0.495
C 7.779574 -6.610813 5.834331 -1.207 0.133 -0.664
C 7.008816 -7.596595 3.495742 -0.390 2.790 -1.065
C 3.795873 -8.227532 1.707717 -2.342 0.325 0.252
H -1.119225 -3.265055 6.430997 -0.362 -0.071 -1.074
H -1.697154 -2.537527 4.823386 0.194 -0.829 0.712
H -2.326615 -4.155165 5.360109 0.705 0.758 0.290
H -0.758665 -4.744971 3.704154 0.569 0.362 0.582
H 0.493800 -3.523309 4.186034 -0.720 -0.618 0.480
H 1.432699 -5.602504 5.189908 -0.697 0.534 0.485
H 0.367061 -4.895087 6.565743 0.544 -0.640 -0.798
H -0.906541 -6.850371 4.468105 0.558 0.135 0.847
H -1.350528 -6.470788 6.175489 0.736 -0.331 -0.835
H 1.213378 -7.639687 6.636209 -0.683 -0.074 -0.561
H -0.380464 -8.451919 6.768423 0.758 0.509 -0.656
H -0.238082 -9.115914 4.292325 0.900 -0.052 0.598
H 0.874347 -9.979980 5.427523 -0.061 0.854 -0.421
H 2.649618 -9.378804 3.925057 -0.818 0.823 0.100
H 2.400697 -7.681325 4.600085 -0.173 -0.906 -0.780
H 0.485123 -8.684206 2.338503 1.013 0.530 0.074
H 0.896659 -7.012274 2.847879 0.375 -0.923 -0.347
H 1.119246 -7.013246 -0.109827 0.996 -0.261 -0.011
H 3.492284 -5.744640 -2.234513 -0.620 -0.708 -0.018
H 3.641105 -7.417626 -2.856107 -0.466 0.725 0.757
H 1.006895 -7.762764 -2.261165 0.861 0.719 -0.363
H 1.526181 -7.006674 -3.789921 0.288 0.247 1.143
H -0.205453 -5.635943 -3.132476 0.742 -0.077 0.884
H 0.108363 -5.636626 -1.366911 0.487 -0.209 -0.722
H 0.567377 -3.429783 -2.802960 0.688 -0.655 0.026
H 2.177172 -4.255720 -3.230818 -1.193 0.198 0.314
H 1.266730 -3.935044 -0.285371 0.524 0.106 -0.670
H 2.958372 -4.171066 -0.935533 -0.953 0.146 -0.195
H 3.786974 -2.335537 0.245720 -0.930 0.150 -0.353
H 2.130310 -1.962553 0.930073 0.502 -0.055 -0.808
H 3.030163 -0.735393 -0.049316 -0.431 -1.125 -0.192
H 6.167253 -9.436626 1.571892 -0.093 0.755 -0.603
H 6.810717 -8.323134 0.223939 -1.074 -0.367 0.415
H 6.097152 -5.698344 0.606750 0.360 -0.586 0.962
H 6.627758 -3.737742 2.080715 0.210 -0.969 0.463
H 7.411029 -4.190430 4.525508 -0.101 -1.000 -0.546
H 6.846706 -6.558314 6.470242 0.969 -0.040 -0.540
H 8.425586 -5.751367 6.131548 -0.302 -0.938 -0.179
H 8.235113 -7.613078 6.023215 -0.119 0.988 -0.237
H 7.083091 -8.642817 3.867267 0.035 1.007 -0.242
H 4.114584 -8.625181 2.697717 0.141 0.475 -1.144
C 1.225186 5.277793 -1.036796 -0.069 -0.084 0.146
C 2.256850 4.162535 -0.914642 0.075 0.127 -0.076
C 2.859129 3.746067 -2.256743 0.072 -0.115 0.040
C 1.865450 3.166603 -3.265995 -0.135 0.099 -0.017
C 1.084288 1.943053 -2.785386 0.149 0.010 -0.102
C 1.972997 0.744958 -2.472374 -0.242 -0.042 0.064
H 0.364140 4.967196 -1.632742 0.027 0.051 0.003
H 0.857437 5.559639 -0.047539 -0.031 0.065 -0.071
H 1.663271 6.164817 -1.499990 -0.041 -0.012 -0.025
H 1.808673 3.300322 -0.411472 0.020 -0.015 -0.029
H 3.067182 4.509049 -0.265275 -0.019 -0.066 -0.007
H 3.657088 3.019190 -2.072663 -0.015 0.014 -0.033
H 3.345909 4.615269 -2.712150 -0.020 -0.016 0.034
H 2.413973 2.901724 -4.176701 -0.030 -0.010 0.014
H 1.152501 3.943022 -3.561751 0.039 -0.002 -0.006
H 0.376856 1.654758 -3.569231 -0.026 0.044 0.053
H 0.482722 2.193165 -1.906353 0.006 0.038 -0.027
H 2.553208 0.449949 -3.350386 0.041 0.017 0.052
H 1.362608 -0.108957 -2.172643 0.120 -0.012 -0.017
H 2.665925 0.958295 -1.655248 0.027 0.017 -0.059
C -2.065236 2.309074 -5.860113 0.011 -0.159 -0.077
C -0.719949 2.453674 -6.561966 -0.011 0.096 0.121
C -0.372870 3.901026 -6.911398 0.135 -0.013 -0.070
C -1.328302 4.585956 -7.891335 -0.135 -0.033 0.061
C -1.494748 3.883192 -9.238761 0.066 0.128 -0.011
C -0.201256 3.801425 -10.040811 -0.078 -0.127 -0.088
H -2.889660 2.636389 -6.497026 0.014 0.009 0.057
H -2.244959 1.263074 -5.600836 -0.060 0.054 0.034
H -2.088749 2.894308 -4.937750 -0.029 0.020 -0.026
H -0.704141 1.827903 -7.459113 0.019 0.040 -0.008
H 0.059735 2.061339 -5.900691 0.021 0.007 -0.076
H 0.644087 3.929011 -7.315700 -0.028 0.024 0.011
H -0.344377 4.491224 -5.988552 0.002 -0.037 -0.009
H -0.970601 5.606417 -8.065283 -0.010 -0.032 -0.012
H -2.313693 4.690193 -7.426203 0.036 0.008 0.009
H -2.233785 4.435171 -9.827177 -0.018 -0.052 0.048
H -1.903530 2.878101 -9.098295 -0.011 0.027 0.031
H 0.203787 4.798447 -10.229922 0.029 -0.038 0.037
H -0.386195 3.326530 -11.007078 0.079 0.034 0.024
H 0.558984 3.211839 -9.524099 0.007 0.046 -0.022
C -8.005297 -4.168726 3.243405 0.016 0.051 -0.163
C -7.553912 -5.469599 2.589580 -0.073 -0.022 0.137
C -6.670405 -6.327796 3.495457 0.031 -0.105 -0.099
C -5.342265 -5.688592 3.907445 -0.041 0.118 0.067
C -4.434868 -5.267621 2.751629 0.066 -0.100 0.090
C -3.983859 -6.435876 1.882488 0.059 0.127 -0.121
H -7.158115 -3.521972 3.482450 -0.049 -0.006 0.028
H -8.661329 -3.615425 2.568386 0.011 0.026 0.085
H -8.558079 -4.366604 4.164254 0.038 0.024 0.005
H -7.039276 -5.249443 1.649494 0.011 -0.033 0.013
H -8.442192 -6.050481 2.323589 0.074 -0.005 -0.036
H -6.475634 -7.281343 2.993912 0.008 0.014 0.037
H -7.229524 -6.576628 4.403700 0.009 0.017 -0.037
H -4.800571 -6.397809 4.543717 0.010 0.016 -0.021
H -5.538533 -4.813839 4.535259 -0.006 -0.032 -0.012
H -3.546315 -4.781733 3.168813 -0.047 0.054 -0.011
H -4.930423 -4.517349 2.129151 -0.009 -0.010 0.040
H -3.447453 -7.180369 2.477659 -0.066 -0.032 -0.002
H -3.308387 -6.083628 1.098142 -0.024 -0.070 -0.010
H -4.827701 -6.926746 1.394173 0.051 -0.026 0.030
C 3.036485 9.284487 -0.885014 0.075 0.163 -0.035
C 2.695649 9.929243 0.453042 0.000 -0.159 0.030
C 1.400262 9.397645 1.066908 -0.019 0.095 0.117
C 0.134956 9.653925 0.245132 0.033 -0.050 -0.149
C -0.152142 11.121215 -0.074102 -0.096 -0.059 0.089
C -0.387874 11.973239 1.167294 0.028 0.133 -0.103
H 2.275031 9.494870 -1.639312 0.029 -0.049 0.010
H 3.986812 9.671964 -1.258602 -0.037 -0.071 -0.049
H 3.130212 8.200703 -0.781828 -0.032 0.004 -0.026
H 2.647159 11.015625 0.336046 -0.032 -0.018 0.025
H 3.514809 9.732888 1.151919 -0.042 0.061 0.001
H 1.280983 9.832345 2.064456 -0.021 -0.020 -0.028
H 1.498092 8.317060 1.221273 0.021 0.026 -0.014
H -0.719507 9.235708 0.788789 0.010 0.023 -0.012
H 0.193045 9.095933 -0.695320 -0.002 -0.016 0.033
H -1.046626 11.169713 -0.703060 0.059 -0.016 -0.029
H 0.661798 11.551341 -0.665120 -0.001 -0.048 -0.004
H -1.226006 11.586145 1.752345 0.050 -0.006 0.021
H -0.626155 12.999935 0.880110 -0.001 -0.030 0.084
H 0.495120 12.007198 1.808799 -0.050 -0.008 0.014
C -3.476101 9.118152 -2.114697 0.081 0.166 -0.027
C -3.820909 9.763261 -0.777525 0.007 -0.160 0.022
C -5.118294 9.233217 -0.166785 -0.021 0.089 0.114
C -6.381472 9.491368 -0.991475 0.036 -0.051 -0.126
C -6.663560 10.959787 -1.309645 -0.098 -0.057 0.086
C -6.899268 11.811948 -0.068162 0.037 0.133 -0.101
H -4.234578 9.328828 -2.871708 0.030 -0.044 0.013
H -2.524190 9.505311 -2.485866 -0.027 -0.067 -0.043
H -3.382829 8.034468 -2.012297 -0.032 0.008 -0.025
H -3.868227 10.850017 -0.894789 -0.029 -0.012 0.029
H -3.003088 9.565800 -0.076947 -0.039 0.063 0.006
H -5.239376 9.668085 0.830502 -0.019 -0.019 -0.028
H -5.021996 8.152745 -0.012145 0.022 0.030 -0.011
H -7.237889 9.074825 -0.450224 0.012 0.030 -0.016
H -6.322607 8.933910 -1.931725 0.007 -0.006 0.036
H -7.556015 11.011197 -1.940633 0.066 -0.010 -0.028
H -5.846804 11.387486 -1.898549 -0.004 -0.043 -0.003
H -7.739614 11.427301 0.514875 0.055 -0.004 0.022
H -7.133627 12.839563 -0.355214 0.001 -0.030 0.084
H -6.017500 11.842619 0.575256 -0.049 -0.007 0.013
```
Positions in Å, forces in eV/Å.

Its frontier orbital gap is 0.271 Eh. Its total charge is +1.